[1]
# C32H41F9N2O3Si3Tc

A structure of composition C32H41F9N2O3Si3Tc (wB97M-V/def2-TZVPD, the OMol25 dataset).

Output
Orbital gap (alpha / beta) in eV: 7.36 / 7.09
Total charge: +2
Spin multiplicity: 4
Max |F| in eV Å⁻¹: 0.5

Each line ends with the Löwdin spin population.
Cartesian coordinates (Å):
Tc 0.6641 0.5505 -0.0809  2.459
Si 2.7930 -1.4962 1.2666  0.020
Si 2.4751 -2.0928 -1.7602  0.014
Si 3.2589 0.8553 -0.9424  0.016
F -1.3317 5.1105 -1.2345  0.001
F -1.3353 5.0735 1.6931  0.002
F -0.8641 3.1022 -1.8874  -0.001
F 0.6783 6.0726 0.1929  0.000
F 2.2351 4.6233 0.5768  0.000
F 1.4114 4.8028 -1.4108  0.000
F -2.2730 3.4252 -0.2858  0.000
F 0.4620 4.1885 2.5299  0.000
F -1.2387 2.9459 2.0614  0.000
O -4.9850 -1.1330 -0.4273  0.000
O -1.2233 0.3933 -0.4203  0.153
O 0.6480 2.5304 0.1946  0.130
N 0.4663 -0.1639 1.8424  0.004
N -4.2152 1.5014 -0.6889  0.003
C 0.3770 -0.5542 4.5603  0.019
C 4.5469 -1.0859 1.7487  0.000
C 2.4895 -3.3186 1.5243  0.006
C -0.5263 4.0166 1.6556  0.005
C -1.3771 -1.8153 -1.3408  0.018
C 2.2154 -0.7318 -0.3832  0.023
C -2.9439 -0.1248 -1.9950  0.007
C -1.8373 -0.5101 -1.2287  0.008
C -2.9659 -2.2784 -3.0929  0.010
C -1.9517 -2.6975 -2.2407  -0.001
C 3.6038 1.9317 0.5460  0.010
C -4.2711 0.8580 0.5951  0.000
C 2.0447 1.5851 -2.2083  0.010
C -5.6229 -2.4115 -0.3212  0.000
C -4.0824 1.6461 1.7222  0.000
C -1.1171 3.8715 -0.8172  0.003
C 1.4142 -3.6189 -1.4962  -0.002
C 0.0434 3.7556 0.2279  0.024
C 1.5214 -0.7547 2.4546  0.020
C -0.7078 0.0040 3.8983  -0.001
C -3.4437 -0.9912 -2.9730  -0.001
C 4.2379 -2.7070 -1.6491  0.002
C 1.4868 -0.9451 3.8272  -0.001
C -4.8033 -1.0242 1.9823  0.000
C -4.6863 -0.4777 0.7063  0.000
C -4.5768 -0.2410 3.1029  0.000
C -4.2299 1.0988 2.9826  0.000
C 1.1114 4.8521 -0.1017  0.000
C -3.7027 1.0922 -1.7960  0.003
C 2.0968 -1.4549 -3.4720  0.004
C -0.6334 0.1911 2.5373  0.015
C 4.8663 0.6301 -1.8438  0.002
H -4.7036 -0.6807 4.0835  0.000
H -6.5160 -2.3451 0.2999  0.000
H 4.9935 -1.9537 2.2384  0.000
H 5.6496 0.1861 -1.2308  0.000
H -3.9384 1.7055 -2.6619  0.000
H 0.8612 -3.6652 -0.5606  0.000
H 3.0296 -3.9624 0.8317  0.000
H -4.6966 2.3934 -0.7290  0.000
H -1.4442 0.6289 1.9731  0.000
H 2.8772 1.8805 1.3602  0.001
H 2.0926 2.6729 -2.1923  0.000
H 5.0058 -1.9502 -1.7934  0.000
H 2.0674 -4.4944 -1.5233  0.000
H 2.3503 1.2140 -3.1857  0.001
H -4.2681 -0.6593 -3.5939  0.000
H 4.7775 0.0770 -2.7772  0.000
H 3.6584 2.9775 0.2399  0.001
H 1.1326 -0.9439 -3.5291  0.000
H -5.8996 -2.6863 -1.3338  0.000
H 2.8665 -0.7942 -3.8716  0.000
H 2.3309 -1.4147 4.3167  0.000
H 0.3478 -0.6997 5.6323  0.001
H -4.0968 1.7179 3.8588  0.000
H 4.5794 1.6527 0.9485  0.001
H 1.4314 -3.5802 1.4855  0.000
H -0.5603 -2.1229 -0.7014  0.005
H 4.3641 -3.4521 -2.4408  0.000
H -5.1102 -2.0530 2.1008  0.000
H 4.4421 -3.2205 -0.7084  0.000
H -4.9336 -3.1536 0.0828  0.000
H 0.9597 1.3570 -2.1715  0.002
H 5.1711 -0.8490 0.8859  0.000
H 5.1850 1.6488 -2.0905  0.000
H 2.8485 -3.5556 2.5307  0.001
H 2.0424 -2.3196 -4.1391  0.000
H -3.3880 -2.9529 -3.8244  0.001
H -1.5931 -3.7159 -2.2930  0.000
H 4.5970 -0.2434 2.4397  0.000
H -3.8249 2.6922 1.6070  0.000
H -1.6013 0.3041 4.4273  0.000
H 0.7116 -3.7198 -2.3222  0.000

[2]
# C3H5BrO

A cluster of 2 separate species, C3H5BrO in total at a distorted geometry (wB97M-V/def2-TZVPD, the OMol25 dataset).

Output
Orbital gap in eV: 10.22
Total charge: 0
SMILES: C=CC=O.Br
Spin multiplicity: 1
Max |F| in eV Å⁻¹: 5.4

Each line ends with the Mulliken charge.
Cartesian coordinates (Å):
Br 3.3284 -1.4791 -2.0066  -0.288
O 0.2743 -0.4870 -1.0038  -0.441
C -0.8339 0.1674 1.0040  -0.269
C -1.5307 1.1823 0.5340  -0.644
C 0.2672 -0.3286 0.1986  0.272
H 1.3057 -0.6744 0.6700  0.240
H -0.8708 -0.1084 2.0730  0.283
H -1.4648 1.4375 -0.4252  0.356
H -2.3512 1.5420 1.2182  0.219
H 1.8759 -1.2516 -2.2621  0.273

[3]
# C12H21F5NO4

A cluster of 2 separate species, C12H21F5NO4 in total (wB97M-V/def2-TZVPD, the OMol25 dataset).

Output
Orbital gap in eV: 7.83
Total charge: +1
Spin multiplicity: 1
Max |F| in eV Å⁻¹: 0.9

Each line ends with the Mulliken charge.
Cartesian coordinates (Å):
F 2.2028 3.4268 0.7688  -0.238
F 1.2001 2.8635 2.6068  -0.256
F 0.4687 4.5339 1.4327  -0.240
F -1.1563 2.4658 1.0504  -0.323
F 0.0996 2.8117 -0.7287  -0.259
O 2.1693 1.3760 -3.8375  -0.527
O 0.9427 -0.2616 -2.9026  -0.294
O 0.1197 0.8916 -4.6225  -0.309
O 0.7694 -1.3282 3.0256  -0.364
N 1.2927 -2.7442 4.7554  -0.174
C 1.0093 3.3235 1.3583  0.481
C 1.2194 -4.2250 4.4749  -0.798
C -0.9337 1.7292 -4.0910  0.069
C -2.2191 1.4846 -4.8527  -0.637
C 0.5893 0.9222 0.6337  -0.903
C 0.1135 2.3561 0.5568  1.041
C 1.3874 -0.0430 -1.5669  -0.787
C -1.1189 -1.9406 4.3875  -0.981
C -2.5783 0.0037 -4.9573  -1.090
C 0.2154 0.0842 -0.5920  -0.363
C 1.1494 0.7531 -3.7756  0.686
C 0.2958 -1.9302 3.9262  0.428
H 1.1416 -2.5736 5.7529  0.395
H -1.0993 1.4526 -3.0454  -0.074
H 0.2326 -4.5856 4.7471  0.335
H -3.0026 1.9791 -4.2722  0.313
H -0.6802 0.4399 -1.0960  0.215
H -3.4233 -0.1246 -5.6297  0.366
H 0.1473 0.4937 1.5293  0.238
H -0.0185 -0.9205 -0.2361  0.329
H -0.6121 2.7682 -4.1488  0.345
H -2.2017 1.9696 -5.8277  0.379
H 1.9632 -0.9281 -1.2900  0.293
H 2.2083 -2.3807 4.4772  0.402
H 1.9758 -4.7223 5.0746  0.363
H 1.4130 -4.3790 3.4177  0.343
H -1.7663 -1.8501 3.5192  0.324
H 2.0715 0.8033 -1.5120  0.510
H -2.8750 -0.3687 -3.9743  0.269
H -1.7348 -0.5918 -5.2945  0.299
H -1.2735 -1.0804 5.0429  0.333
H 1.6701 0.8937 0.7808  0.480
H -1.3743 -2.8480 4.9342  0.381